DFT (the ωB97M-V functional and the def2-TZVPD basis) results for a 2-piece molecular cluster, C3H2O3 overall.

Properties
LUMO, eV: 0.51
Net charge: 0
Orbital gap, eV: 10.406
E_HOMO, eV: -9.897

Geometry as XYZ:
```
8
Properties=species:S:1:pos:R:3:lowdin_charge:R:1
C 1.499 1.211 0.160 -0.46
C -0.824 -1.047 -0.124 -0.14
C -0.820 0.251 -0.826 -0.01
O 0.840 0.984 1.064 0.19
O 2.111 1.485 -0.780 0.22
O -1.525 0.169 0.201 0.01
H -1.237 -1.957 -0.413 0.07
H -0.044 -1.096 0.719 0.11
```

***

DFT (the ωB97M-V functional and the def2-TZVPD basis) results for a 2-piece molecular cluster, C29H27Br2F17N2O3 overall.

Properties
SMILES: COCc1nc2cc([C@H](Br)[C@@H](C)Br)c(C[C@H]3CO3)cc2nc1CCC(F)(F)C(F)(F)C(F)(F)C(F)(F)C(F)(F)C(F)(F)C(F)(F)C(F)(F)F.CC(C)=O
LUMO, eV: -0.14
Net charge: 0
Orbital gap, eV: 8.966
E_HOMO, eV: -9.103

Geometry as XYZ:
```
80
Properties=species:S:1:pos:R:3:lowdin_charge:R:1
C 0.878 -5.950 -0.756 -0.11
O 1.006 -4.587 -1.132 -0.19
C 2.309 -4.127 -0.789 -0.17
C 2.320 -2.637 -0.515 -0.18
N 3.013 -1.897 -1.334 0.21
C 2.971 -0.573 -0.991 -0.18
C 3.668 0.344 -1.796 0.03
C 3.660 1.660 -1.550 -0.22
C 4.377 2.655 -2.447 -0.60
Br 2.925 3.567 -3.476 0.75
C 5.344 2.000 -3.450 -0.77
C 4.683 1.384 -4.695 -0.21
Br 6.628 3.370 -4.029 0.69
C 2.959 2.170 -0.410 -0.19
C 2.949 3.624 -0.051 -0.09
C 4.336 3.912 0.660 -0.28
C 4.366 3.634 2.127 -0.07
O 5.022 2.800 1.149 -0.05
C 2.296 1.301 0.359 0.03
C 2.280 -0.070 0.094 -0.17
N 1.543 -0.886 0.905 0.20
C 1.567 -2.149 0.600 -0.18
C 0.780 -3.117 1.475 -0.08
C -0.132 -2.260 2.381 -0.08
C -1.134 -3.063 3.207 -0.43
F -0.606 -3.221 4.455 0.11
F -1.415 -4.282 2.717 0.14
C -2.416 -2.187 3.424 -0.36
F -2.007 -0.926 3.614 0.16
F -3.018 -2.628 4.552 0.15
C -3.464 -2.330 2.279 -0.33
F -4.206 -3.417 2.494 0.18
F -2.784 -2.520 1.119 0.14
C -4.291 -1.022 2.070 -0.33
F -3.437 -0.191 1.440 0.14
F -4.591 -0.442 3.252 0.17
C -5.629 -1.202 1.321 -0.32
F -6.462 -1.951 2.055 0.18
F -5.378 -1.938 0.209 0.16
C -6.389 0.120 0.955 -0.34
F -5.702 1.245 1.218 0.16
F -7.501 0.176 1.710 0.17
C -6.896 0.188 -0.521 -0.34
F -7.722 -0.818 -0.793 0.18
F -7.655 1.308 -0.577 0.15
C -5.772 0.356 -1.610 -0.52
F -5.884 -0.682 -2.464 0.16
F -4.541 0.311 -1.109 0.18
F -5.960 1.450 -2.330 0.20
H 0.988 -6.093 0.329 0.09
H -0.106 -6.327 -1.031 0.09
H 1.675 -6.519 -1.253 0.09
H 2.726 -4.695 0.053 0.13
H 2.966 -4.310 -1.650 0.13
H 4.219 -0.040 -2.644 0.11
H 4.874 3.437 -1.880 0.07
H 5.868 1.201 -2.926 0.09
H 3.699 0.964 -4.491 0.06
H 5.306 0.586 -5.110 0.08
H 4.642 2.155 -5.463 0.04
H 3.003 4.295 -0.905 0.06
H 2.184 3.881 0.677 0.11
H 4.904 4.764 0.306 0.14
H 5.069 4.218 2.707 0.11
H 3.508 3.143 2.569 0.11
H 1.753 1.693 1.213 0.12
H 1.471 -3.705 2.086 0.14
H 0.129 -3.744 0.868 0.11
H 0.471 -1.642 3.041 0.13
H -0.662 -1.585 1.709 0.12
C -1.073 4.157 -1.028 -0.01
C -1.118 3.175 0.116 -0.48
O -0.261 3.162 0.970 0.06
C -2.280 2.209 0.151 -0.02
H -0.190 4.787 -0.930 0.08
H -1.018 3.621 -1.977 0.09
H -1.962 4.790 -1.013 0.09
H -2.275 1.590 -0.747 0.09
H -3.221 2.758 0.218 0.09
H -2.182 1.570 1.020 0.07
```

***

DFT (the ωB97M-V functional and the def2-TZVPD basis) results for one molecule with the formula C5H9NO.

Properties
SMILES: C[C@@]1(O)CN2C[C@H]21
LUMO, eV: 1.02
Net charge: 0
Orbital gap, eV: 10.318
E_HOMO, eV: -9.298

Geometry as XYZ:
```
16
Properties=species:S:1:pos:R:3:lowdin_charge:R:1
C -0.912 -1.333 0.729 0.00
C 0.080 -0.640 -0.197 -0.51
O 0.784 -1.660 -0.877 -0.01
C -0.411 0.479 -1.154 -0.10
N 0.632 1.439 -0.678 -0.02
C 0.311 1.666 0.730 -0.12
C 1.022 0.431 0.364 -0.18
H -1.034 -0.786 1.668 0.08
H -0.551 -2.339 0.955 0.08
H -1.898 -1.421 0.261 0.08
H 1.457 -1.241 -1.432 0.10
H -1.435 0.850 -1.020 0.12
H -0.257 0.216 -2.205 0.12
H -0.732 1.623 1.042 0.11
H 0.884 2.471 1.183 0.11
H 2.061 0.246 0.632 0.14
```

***

DFT (the ωB97M-V functional and the def2-TZVPD basis) results for C20H41As3N7O3Ti as an isolated structure.

Properties
Spin multiplicity: 3
LUMO (spin up / spin down), eV: -2.57 / -3.39
Net charge: +1
Orbital gap (spin up / spin down), eV: 7.108 / 7.196
E_HOMO (spin up / spin down), eV: -9.676 / -10.587

Geometry as XYZ:
```
75
Properties=species:S:1:pos:R:3:lowdin_spin:R:1
Ti -0.142 0.606 0.256 0.95
C -1.855 -0.919 3.863 0.01
As -0.904 -1.054 2.160 0.02
C -1.971 -2.516 1.421 0.00
C 0.647 -2.215 2.581 0.00
C 1.908 -1.619 3.248 0.00
C 1.497 -0.582 4.300 0.00
C 2.838 -0.993 2.202 0.00
As 2.229 0.633 1.254 0.00
C 2.777 1.996 2.534 0.00
C 3.772 0.731 0.058 0.00
C 2.624 -2.806 3.923 0.00
As 4.447 -2.798 4.747 0.00
C 5.576 -2.656 3.135 0.00
C 4.691 -0.958 5.401 0.00
H -1.772 -1.858 4.408 0.00
H -2.901 -0.724 3.628 0.00
H -1.480 -0.098 4.469 0.00
H -1.858 -3.385 2.068 0.00
H -1.634 -2.764 0.416 0.00
H -3.024 -2.246 1.388 0.00
H 0.914 -2.675 1.623 0.00
H 0.245 -3.009 3.214 0.00
H 0.902 0.214 3.844 0.00
H 2.366 -0.128 4.772 0.00
H 0.896 -1.053 5.080 0.00
H 3.065 -1.737 1.431 0.00
H 3.778 -0.721 2.679 0.00
H 3.687 1.675 3.039 0.00
H 1.995 2.192 3.263 0.00
H 2.961 2.909 1.977 0.00
H 4.683 0.629 0.644 0.00
H 3.779 1.701 -0.436 0.00
H 3.735 -0.065 -0.685 0.00
H 2.696 -3.629 3.203 0.00
H 1.977 -3.171 4.726 0.00
H 5.181 -3.298 2.347 0.00
H 6.573 -3.016 3.385 0.00
H 5.666 -1.638 2.757 0.00
H 3.996 -0.749 6.213 0.00
H 4.586 -0.200 4.624 0.00
H 5.700 -0.894 5.807 0.00
N 0.731 1.238 -1.829 0.00
C -0.107 2.443 -1.616 0.02
C 0.032 3.520 -2.697 0.01
C -0.373 3.007 -4.079 0.00
C -1.795 2.474 -4.131 0.00
N -1.904 1.101 -3.665 0.00
C -1.795 0.033 -4.452 0.00
N -2.171 -1.137 -4.009 0.00
N -1.261 0.156 -5.675 0.00
C 0.374 2.795 -0.188 0.02
O 1.545 3.146 -0.070 0.03
O -0.436 2.465 0.764 0.03
H 1.697 1.546 -1.896 0.00
H 0.479 0.730 -2.666 0.00
H -1.154 2.151 -1.527 0.00
H 1.060 3.886 -2.723 0.00
H -0.617 4.356 -2.423 0.00
H 0.320 2.229 -4.413 0.00
H -0.292 3.835 -4.786 0.00
H -2.204 2.550 -5.141 0.00
H -2.434 3.085 -3.494 0.00
H -2.285 0.928 -2.744 0.00
H -2.688 -1.240 -3.147 0.00
H -2.060 -1.958 -4.580 0.00
H -0.984 1.051 -6.035 0.00
H -1.263 -0.622 -6.310 0.00
O -0.975 -0.565 -0.981 0.15
N -1.878 0.227 -0.315 0.32
C -3.200 -0.147 -0.279 0.18
C -3.969 0.330 0.802 0.03
N -4.567 0.665 1.730 0.08
C -3.691 -0.963 -1.310 0.04
N -3.921 -1.583 -2.260 0.10
```

***

DFT (the ωB97M-V functional and the def2-TZVPD basis) results for a 2-piece molecular cluster, BrCl2HNP overall.

Properties
LUMO (spin up / spin down), eV: -4.65 / -4.65
Net charge: 0
Orbital gap (spin up / spin down), eV: 5.067 / 5.063
E_HOMO (spin up / spin down), eV: -9.713 / -9.709

Geometry as XYZ:
```
6
Properties=species:S:1:pos:R:3:lowdin_charge:R:1
N 1.364 0.404 -0.486 -0.22
P -0.147 0.058 -0.217 0.09
Cl -0.817 -3.058 1.188 -0.36
Cl -0.954 0.259 -1.964 0.34
Br -1.227 1.673 1.175 0.22
H 1.782 0.665 0.304 -0.08
```

***

DFT (the ωB97M-V functional and the def2-TZVPD basis) results for C12H32ClCrN5O3P as an isolated structure.

Properties
Spin multiplicity: 5
LUMO (spin up / spin down), eV: -4.68 / -4.15
Net charge: +1
Orbital gap (spin up / spin down), eV: 5.184 / 5.714
E_HOMO (spin up / spin down), eV: -9.865 / -9.865

Geometry as XYZ:
```
55
Properties=species:S:1:pos:R:3:lowdin_spin:R:1
Cr -1.022 -0.349 3.792 3.93
Cl -1.712 0.624 1.684 -0.04
C 2.163 -0.685 2.740 0.01
O 0.901 -0.549 2.885 0.03
N 2.820 0.222 1.943 0.01
C 4.161 0.011 1.490 0.00
C 2.219 1.483 1.623 0.00
H 2.828 -1.520 3.009 0.00
H 4.307 0.042 0.410 0.00
H 4.435 -1.003 1.777 0.00
H 4.861 0.638 2.042 0.00
H 1.130 1.438 1.662 0.00
H 2.610 2.243 2.300 0.00
H 2.497 1.870 0.643 0.00
C 0.370 2.418 4.904 0.01
O -0.150 1.422 4.394 0.03
N 0.313 3.671 4.408 0.01
C 0.354 4.751 5.439 0.00
C -0.137 3.928 3.041 0.00
H 0.675 2.484 5.960 0.00
H 0.600 4.353 6.424 0.00
H -0.559 5.275 5.718 0.00
H 1.188 5.430 5.259 0.00
H 0.596 4.503 2.476 0.00
H -0.251 3.009 2.466 0.00
H -1.059 4.502 3.141 0.00
O -0.193 -3.122 -1.258 0.00
P -0.771 -2.276 -2.316 0.00
N -0.307 -0.608 -2.295 0.00
C 0.609 -0.153 -1.247 0.00
C -1.026 0.459 -2.929 0.00
N -2.481 -2.224 -2.206 0.00
C -3.254 -3.402 -2.595 0.00
C -3.184 -1.503 -1.109 0.00
N -0.447 -2.794 -4.001 0.00
C 0.977 -2.830 -4.404 0.00
C -1.407 -2.566 -5.082 0.00
H 1.548 -0.703 -1.187 0.00
H 0.090 -0.488 -0.349 0.00
H 0.737 0.928 -1.180 0.00
H -2.081 0.545 -2.667 0.00
H -0.802 0.204 -3.965 0.00
H -0.591 1.415 -2.636 0.00
H -3.265 -4.143 -1.795 0.00
H -4.283 -3.077 -2.750 0.00
H -2.938 -3.915 -3.503 0.00
H -2.622 -0.611 -0.834 0.00
H -4.164 -1.187 -1.466 0.00
H -3.403 -2.179 -0.282 0.00
H 1.575 -3.343 -3.651 0.00
H 1.090 -3.356 -5.352 0.00
H 1.336 -1.817 -4.586 0.00
H -0.944 -1.830 -5.739 0.00
H -2.313 -2.123 -4.670 0.00
H -1.620 -3.514 -5.576 0.00
```

***

DFT (the ωB97M-V functional and the def2-TZVPD basis) results for C36H41CaN5O3P as an isolated structure.

Properties
LUMO, eV: 2.35
Net charge: -1
Orbital gap, eV: 5.789
E_HOMO, eV: -3.434

Geometry as XYZ:
```
87
Properties=species:S:1:pos:R:3:lowdin_charge:R:1
Ca -0.187 0.371 -0.168 1.26
O -1.171 -0.096 1.788 -0.28
C -2.158 0.487 2.368 -0.40
C -2.221 0.568 3.784 -0.03
C -3.260 1.196 4.435 -0.12
C -4.314 1.767 3.726 -0.14
C -4.297 1.678 2.346 -0.09
C -3.255 1.062 1.645 -0.17
C -3.394 1.034 0.191 -0.12
N -2.496 0.650 -0.633 -0.11
N -2.838 0.749 -1.976 0.04
C -1.809 0.450 -2.741 -0.52
O -0.642 0.099 -2.394 -0.21
C -2.075 0.552 -4.220 -0.14
C -1.010 0.420 -5.104 -0.03
C -1.217 0.508 -6.473 -0.10
C -2.493 0.723 -6.971 -0.12
C -3.562 0.850 -6.093 -0.10
C -3.356 0.767 -4.727 -0.04
H -1.402 0.121 4.335 0.10
H -3.251 1.240 5.519 0.09
H -5.132 2.254 4.241 0.08
H -5.118 2.095 1.772 0.10
H -4.342 1.396 -0.223 0.12
H -0.026 0.245 -4.691 0.11
H -0.379 0.407 -7.151 0.09
H -2.655 0.791 -8.040 0.09
H -4.562 1.014 -6.478 0.09
H -4.174 0.867 -4.028 0.10
C -1.870 4.246 0.355 0.02
C -0.529 3.669 -0.017 -0.51
O -0.439 2.736 -0.807 -0.04
N 0.556 4.227 0.568 0.08
C 1.874 3.628 0.456 -0.11
C 2.184 2.705 1.604 -0.28
C 3.138 3.033 2.553 -0.03
C 3.406 2.131 3.574 -0.06
C 2.690 0.950 3.615 -0.05
C 1.734 0.719 2.636 -0.12
N 1.486 1.569 1.647 0.09
H -2.549 4.100 -0.480 0.09
H -1.822 5.299 0.633 0.08
H -2.251 3.675 1.205 0.08
H 0.379 4.881 1.313 0.14
H 2.624 4.417 0.386 0.12
H 1.885 3.061 -0.476 0.12
H 3.679 3.966 2.472 0.11
H 4.173 2.335 4.310 0.11
H 2.875 0.200 4.370 0.11
H 1.124 -0.177 2.654 0.10
C 2.530 -0.237 -1.038 -0.10
C 3.493 -0.327 -0.057 -0.36
C 4.454 0.717 0.186 -0.08
C 5.378 0.645 1.187 -0.08
C 5.455 -0.477 2.038 -0.30
C 4.556 -1.534 1.804 -0.08
C 3.622 -1.468 0.810 -0.07
C 6.357 -0.509 3.124 -0.26
N 7.084 -0.539 4.024 0.09
H 1.945 -1.108 -1.308 0.00
H 2.537 0.575 -1.758 0.04
H 4.439 1.590 -0.459 0.10
H 6.068 1.469 1.332 0.11
H 4.600 -2.417 2.433 0.11
H 2.959 -2.312 0.654 0.07
C 0.007 -4.859 1.784 -0.16
C 0.090 -3.359 1.541 -0.42
P -0.338 -2.729 -0.132 0.94
C 0.699 -3.770 -1.239 -0.42
C 0.606 -3.359 -2.705 -0.16
C -2.060 -3.358 -0.309 -0.40
C -2.797 -2.853 -1.542 -0.14
H 0.252 -5.109 2.818 0.07
H 0.699 -5.409 1.145 0.06
H -0.995 -5.243 1.588 0.06
H 1.095 -2.989 1.761 0.05
H -0.572 -2.809 2.218 0.07
H 0.465 -4.834 -1.123 0.07
H 1.723 -3.635 -0.875 0.06
H -0.343 -3.670 -3.143 0.05
H 1.406 -3.815 -3.290 0.07
H 0.669 -2.275 -2.820 0.05
H -2.571 -3.003 0.592 0.08
H -2.078 -4.454 -0.269 0.07
H -2.792 -1.767 -1.587 0.04
H -3.839 -3.178 -1.527 0.07
H -2.351 -3.222 -2.466 0.05
```

***

DFT (the ωB97M-V functional and the def2-TZVPD basis) results for C47H57F5INO4PSbSi3TeTl as an isolated structure.

Properties
LUMO, eV: 1.73
Net charge: -1
Orbital gap, eV: 7.069
E_HOMO, eV: -5.342

Geometry as XYZ:
```
122
Properties=species:S:1:pos:R:3:lowdin_charge:R:1
Tl -0.194 -1.409 -0.515 0.74
I -0.263 2.759 0.537 0.94
C -2.223 3.501 0.769 -0.61
C -2.364 4.261 1.896 -0.19
C -3.514 5.041 2.117 -0.08
C -4.478 5.079 1.161 -0.05
C -4.389 4.265 0.005 -0.16
C -5.435 4.325 -0.942 -0.04
C -5.431 3.519 -2.037 -0.06
C -4.389 2.593 -2.201 -0.09
C -3.332 2.498 -1.326 -0.30
P -2.160 1.083 -1.658 0.97
C -3.418 -0.206 -2.020 -0.39
C -3.820 -0.632 -3.284 -0.10
C -4.668 -1.720 -3.420 -0.09
C -5.133 -2.391 -2.294 -0.09
C -4.752 -1.966 -1.032 -0.08
C -3.889 -0.888 -0.899 -0.12
C -1.564 1.573 -3.321 -0.30
C -1.545 2.874 -3.818 -0.09
C -1.010 3.146 -5.071 -0.10
C -0.501 2.112 -5.846 -0.08
C -0.466 0.818 -5.350 0.00
C -0.943 0.565 -4.069 -0.36
C -3.274 3.387 -0.201 -0.18
H -1.561 4.292 2.621 0.08
H -3.595 5.632 3.021 0.10
H -5.342 5.726 1.268 0.11
H -6.244 5.025 -0.766 0.11
H -6.233 3.566 -2.763 0.11
H -4.425 1.919 -3.046 0.10
H -3.472 -0.117 -4.173 0.11
H -4.942 -2.066 -4.408 0.11
H -5.772 -3.257 -2.411 0.11
H -5.105 -2.487 -0.151 0.11
H -3.568 -0.573 0.091 0.10
H -1.951 3.685 -3.227 0.10
H -0.986 4.168 -5.431 0.09
H -0.093 2.319 -6.829 0.10
H -0.054 -0.003 -5.928 0.12
H -0.844 -1.391 -4.123 0.05
C 3.469 4.242 -1.728 -0.05
C 4.051 2.880 -1.426 -0.23
C 5.129 2.783 -0.551 -0.07
C 5.669 1.547 -0.226 -0.10
C 5.162 0.403 -0.813 -0.03
C 4.096 0.479 -1.712 -0.20
N 3.613 -0.730 -2.240 0.11
C 3.270 -1.013 -3.551 -0.19
C 3.827 -0.282 -4.609 -0.05
C 3.526 -0.594 -5.922 -0.09
C 2.661 -1.640 -6.223 -0.10
C 2.100 -2.369 -5.188 -0.02
C 2.395 -2.079 -3.859 -0.06
C 1.675 -2.841 -2.781 -0.60
O 0.577 -3.382 -3.126 -0.25
O 2.160 -2.899 -1.634 -0.08
C 3.500 1.722 -1.993 -0.16
C 2.243 1.777 -2.816 -0.02
H 4.108 5.025 -1.319 0.07
H 2.480 4.352 -1.277 0.06
H 3.364 4.401 -2.803 0.08
H 5.534 3.686 -0.108 0.10
H 6.488 1.478 0.480 0.10
H 5.585 -0.570 -0.594 0.11
H 3.413 -1.491 -1.601 0.11
H 4.517 0.522 -4.378 0.11
H 3.969 -0.009 -6.720 0.10
H 2.417 -1.872 -7.252 0.10
H 1.407 -3.178 -5.387 0.12
H 1.579 0.964 -2.512 0.08
H 2.434 1.642 -3.882 0.08
H 1.711 2.716 -2.682 0.06
O 3.259 -2.450 1.287 0.03
C 2.197 -2.825 1.213 -0.18
C 2.069 1.885 3.804 -0.24
Si 2.340 0.128 4.405 0.29
C 4.047 -0.406 3.829 -0.23
C 2.384 0.176 6.287 -0.21
Sb 0.610 -1.374 3.226 0.84
Si -1.503 -0.684 4.547 0.29
C -2.097 0.944 3.814 -0.24
C -2.884 -1.935 4.283 -0.23
C -1.369 -0.439 6.414 -0.22
Si 1.053 -3.610 4.441 0.30
C 1.327 -3.440 6.298 -0.22
C -0.435 -4.713 4.139 -0.22
C 2.560 -4.527 3.787 -0.24
H 2.763 2.578 4.289 0.03
H 1.051 2.229 4.008 0.00
H 2.227 1.951 2.725 0.00
H 4.828 0.221 4.271 0.03
H 4.122 -0.323 2.742 0.02
H 4.253 -1.446 4.098 0.02
H 3.210 0.812 6.619 0.03
H 2.533 -0.820 6.709 0.00
H 1.457 0.576 6.705 0.01
H -2.410 0.803 2.775 0.02
H -1.305 1.699 3.817 0.00
H -2.950 1.340 4.375 0.04
H -2.924 -2.275 3.243 0.03
H -3.852 -1.492 4.535 0.03
H -2.744 -2.816 4.913 0.01
H -0.734 0.414 6.665 0.01
H -0.945 -1.322 6.897 0.00
H -2.362 -0.264 6.840 0.03
H 0.526 -2.872 6.777 0.00
H 2.271 -2.933 6.508 0.01
H 1.366 -4.432 6.760 0.03
H -1.297 -4.402 4.732 0.01
H -0.204 -5.752 4.393 0.03
H -0.723 -4.680 3.084 0.04
H 3.469 -3.922 3.841 0.02
H 2.414 -4.816 2.744 0.01
H 2.721 -5.439 4.369 0.03
F -1.598 -3.269 -0.556 -0.73
Te -1.595 -3.825 -2.992 1.98
F -3.234 -4.623 -3.648 -0.50
F -1.553 -2.785 -4.844 -0.54
F -1.489 -5.434 -1.961 -0.49
F -0.841 -5.064 -4.223 -0.45
O -0.799 -0.642 -3.471 -0.10
```